The following is a quantum chemistry calculation of an isolated ion of composition C5H13N2 and charge +1 in a non-equilibrium geometry, from the Open Molecules 2025 dataset.

```
20
Properties=species:S:1:pos:R:3
N -1.45569 0.73829 -1.50549
C -0.80232 1.80143 -0.76578
C -0.19704 1.42374 0.40156
C -0.55895 0.18643 1.21647
C 0.51568 -0.79946 1.54577
C 0.82806 -1.72404 0.37000
N 1.20575 -0.72484 -0.88445
H -2.41342 0.94959 -1.49338
H -1.05802 0.98550 -2.46228
H -1.19158 2.81826 -1.10820
H 0.57273 2.04900 0.97715
H -1.47387 -0.22592 0.60004
H -0.91186 0.61610 2.20871
H 1.45077 -0.29825 1.84605
H 0.24977 -1.57135 2.30382
H 1.73903 -2.44116 0.30492
H -0.05850 -2.31889 0.19787
H 1.64530 -1.29851 -1.64132
H 1.64306 0.23812 -0.85648
H 0.27109 -0.40405 -1.25499
```

The value obtained for the HOMO energy is -13.3 eV. As for the SMILES: N/C=C\CCC[NH3+]. The energy above the lowest of the compared OMol25 structures with the same formula, charge and spin comes out at 3.5106 eV. The charge is +1. The gap between HOMO and LUMO is 10.07 eV. As for the multiplicity: 1.